Molecular formula: C43H54BF4N5O6S3Sr
Method: DFT, ωB97M-V/def2-TZVPD

Computed properties:
DFT total energy ... -4046.3833 Ha
E_HOMO ... -3.092 eV
Spin multiplicity ... 1
Largest force on an atom ... 0.0328 hartree/bohr
Orbital gap ... 6.60 eV
Charge ... -2

The geometry in XYZ format:
```
117
C43H54BF4N5O6S3Sr (ωB97M-V/def2-TZVPD)
Sr -0.98097 -0.66593 -0.11597
C 3.59026 1.95634 -0.23035
C 3.37653 0.65785 0.54506
C 4.58226 -0.27300 0.40179
C 3.04871 0.88756 2.00747
C 3.76851 1.80893 2.75822
C 3.48199 2.01567 4.09701
C 2.45618 1.29403 4.68732
C 1.72384 0.34987 3.97321
C 0.64516 -0.45442 4.66344
C 1.26775 -1.51575 5.57376
C -0.32527 0.43098 5.44152
C 2.03459 0.12986 2.62152
N 1.35274 -0.81791 1.82394
C 1.85047 -2.04064 1.89224
O 2.72976 -2.51743 2.63952
C 1.28518 -2.96901 0.82814
C 1.34652 -4.35509 0.88855
C 0.79256 -5.08062 -0.15747
C 0.22605 -4.42756 -1.24617
C 0.25960 -3.03990 -1.25261
N 0.77007 -2.36018 -0.23207
C -0.12276 -2.25974 -2.53756
O -0.71287 -2.92128 -3.40466
N 0.34869 -1.01357 -2.57269
C 0.59468 -0.51827 -3.87634
C 1.62769 -1.08890 -4.67138
C 1.78417 -0.66069 -5.98502
C 1.02502 0.36346 -6.52560
C 0.13889 1.02114 -5.69700
C -0.06879 0.61563 -4.38128
C -0.95454 1.47803 -3.51051
C -2.33352 1.73768 -4.11094
C -0.25153 2.80353 -3.20691
C 2.70019 -2.07079 -4.19318
C 2.32314 -3.54688 -4.35028
C 3.30830 -1.76004 -2.82337
H 3.69987 1.74766 -1.29760
H 4.49121 2.48465 0.09574
H 2.74699 2.64034 -0.10095
H 2.51871 0.14029 0.10995
H 5.47580 0.18935 0.83491
H 4.78426 -0.48924 -0.65086
H 4.40449 -1.21428 0.92443
H 4.56160 2.37999 2.28671
H 4.04838 2.73684 4.67640
H 2.22657 1.45352 5.73640
H 0.07826 -0.96569 3.88595
H 1.83559 -1.04140 6.38234
H 1.94331 -2.15703 5.00640
H 0.48546 -2.13064 6.02757
H 0.18387 0.97240 6.24735
H -1.11389 -0.17484 5.88998
H -0.82028 1.14981 4.78694
H 1.82404 -4.81359 1.74338
H 0.80613 -6.16482 -0.12686
H -0.21277 -4.94399 -2.08821
H 2.55982 -1.12659 -6.58622
H 1.16337 0.67420 -7.55472
H -0.41559 1.87609 -6.06842
H -1.11161 0.95207 -2.57520
H -2.97558 2.21546 -3.36876
H -2.82167 0.81168 -4.40805
H -2.26592 2.39980 -4.98129
H -0.00654 3.33363 -4.13230
H 0.68401 2.64614 -2.66247
H -0.90311 3.44753 -2.61054
H 3.52095 -1.90063 -4.89998
H 1.41335 -3.80304 -3.81336
H 3.13916 -4.18136 -3.99041
H 2.14651 -3.78193 -5.40334
H 2.66714 -2.01409 -1.98827
H 3.53126 -0.69423 -2.73227
H 4.24632 -2.31364 -2.71450
C -3.08214 5.11238 2.09091
C -3.27348 4.37278 0.76650
S -2.00905 3.20127 0.26662
C -0.53276 4.21957 0.10417
C 0.21633 4.61112 1.38510
S 0.41970 3.20860 2.50321
C 0.00769 3.91763 4.10322
C -1.27806 4.74202 4.23353
S -2.79422 4.04140 3.52895
H -3.97914 5.71162 2.26796
H -2.25488 5.81480 2.01187
H -3.44062 5.11464 -0.02139
H -4.17956 3.76494 0.81683
H -0.75503 5.11649 -0.48379
H 0.13445 3.62269 -0.52115
H -0.29664 5.41911 1.90065
H 1.19467 5.00251 1.09111
H 0.83294 4.52981 4.48262
H -0.04530 3.04045 4.75101
H -1.14357 5.74006 3.81329
H -1.45847 4.89647 5.29986
C -2.49393 -4.43876 1.17687
C -3.07130 -3.70242 0.02305
N -2.73614 -2.48590 -0.35019
C -3.56454 -2.15508 -1.39694
C -4.40107 -3.19885 -1.66544
N -4.06327 -4.17448 -0.75725
C -5.48495 -3.46736 -2.62926
O -5.82561 -2.47164 -3.41176
O -6.02747 -4.55811 -2.64904
C -3.54267 -0.78921 -2.01650
O -4.33186 -0.58659 -2.96668
O -2.75752 0.03514 -1.49022
H -1.46083 -4.13506 1.32880
H -2.52612 -5.51660 1.01048
H -3.04016 -4.18380 2.08569
H -4.52568 -5.06774 -0.70953
H -5.28443 -1.63229 -3.15698
F -3.11743 -0.11868 3.89120
B -2.89819 -0.85122 2.73829
F -2.24768 0.00920 1.75806
F -2.01759 -1.92598 2.95746
F -4.09316 -1.31838 2.19753
```

Here are the Löwdin charges for atoms 1 to 99, given in e: 1.56, -0.07, -0.37, -0.05, -0.16, -0.07, -0.11, -0.07, -0.15, -0.36, -0.06, -0.07, -0.19, 0.07, -0.51, -0.02, -0.18, -0.01, -0.06, -0.02, -0.25, -0.01, -0.56, 0.00, 0.07, -0.15, -0.12, -0.07, -0.11, -0.06, -0.13, -0.37, -0.06, -0.06, -0.36, -0.05, -0.07, 0.07, 0.06, 0.07, 0.12, 0.08, 0.06, 0.08, 0.10, 0.09, 0.10, 0.12, 0.07, 0.07, 0.07, 0.07, 0.08, 0.06, 0.11, 0.10, 0.12, 0.10, 0.08, 0.10, 0.08, 0.08, 0.08, 0.07, 0.07, 0.08, 0.05, 0.11, 0.05, 0.07, 0.08, 0.05, 0.07, 0.08, -0.54, -0.55, 0.87, -0.55, -0.52, 0.91, -0.53, -0.54, 0.87, 0.06, 0.05, 0.07, 0.07, 0.08, 0.04, 0.04, 0.07, 0.08, 0.04, 0.06, 0.06, 0.01, -0.34, 0.08, -0.11

Molecular formula: C43H55BrN4O3P2RuS
Method: DFT, ωB97M-V/def2-TZVPD

Computed properties:
<S²> ... 0.7739
DFT total energy ... -5865.9804 Ha
E_HOMO (alpha / beta) ... -9.414 / -9.384 eV
Spin multiplicity ... 2
Largest force on an atom ... 0.0524 hartree/bohr
Orbital gap (alpha / beta) ... 5.93 / 6.43 eV
Energy relative to the best compared isomer or geometry (same formula, charge and spin) ... 0.0 kcal/mol
Charge ... +1

The geometry in XYZ format:
```
110
C43H55BrN4O3P2RuS (ωB97M-V/def2-TZVPD)
Ru -0.00464 0.04863 -0.19414
C 0.44316 -1.65580 -3.98834
C 0.32057 -2.76898 -2.94162
C -0.38916 -4.00311 -3.49145
P -0.46149 -2.10912 -1.40305
C -2.31477 -2.26762 -1.44255
C -2.84930 -3.66675 -1.15345
C -2.94485 -1.63902 -2.68901
C 0.13974 -3.19758 -0.09077
C 0.90307 -4.34847 -0.24826
C 1.49396 -4.95990 0.84783
C 1.36026 -4.38353 2.10511
C 0.58908 -3.24559 2.28110
C -0.07369 -2.65606 1.19246
N -0.86124 -1.52736 1.24707
C -1.72435 -1.23847 2.26823
C -2.09581 -2.17018 3.26534
C -2.95223 -1.81810 4.28808
C -3.51632 -0.54791 4.33587
C -3.25993 0.33174 3.30112
C -2.38286 0.00603 2.27250
P -2.17422 1.07176 0.82161
C -3.81250 0.86947 -0.10514
C -4.59965 -0.37118 0.33115
C -4.73960 2.08403 -0.06957
C -2.24784 2.78609 1.55802
C -1.26513 2.94264 2.71765
C -1.96207 3.87617 0.51654
H 1.02016 -2.00762 -4.84454
H 0.95011 -0.78773 -3.56655
H -0.53619 -1.33147 -4.34051
H 1.33090 -3.04326 -2.62317
H -1.34764 -3.73678 -3.93375
H -0.56271 -4.75680 -2.72411
H 0.22856 -4.44940 -4.27174
H -2.56554 -1.63167 -0.59507
H -2.72403 -4.33992 -2.00062
H -3.91799 -3.59173 -0.94315
H -2.36538 -4.11280 -0.28355
H -2.83790 -2.27534 -3.56849
H -2.50084 -0.66707 -2.89717
H -4.01232 -1.49309 -2.51330
H 1.05070 -4.78195 -1.22906
H 2.07116 -5.86602 0.72275
H 1.86063 -4.82371 2.95888
H 0.51714 -2.78137 3.25443
H -1.72800 -3.18339 3.20918
H -3.19953 -2.54691 5.04946
H -4.18263 -0.26848 5.14063
H -3.77294 1.28679 3.29138
H -3.49430 0.73897 -1.14421
H -5.14572 -0.17928 1.25494
H -3.97878 -1.24959 0.50024
H -5.32984 -0.61432 -0.44352
H -5.15169 2.24926 0.92767
H -5.57827 1.88300 -0.73789
H -4.25844 2.99510 -0.41801
H -3.26911 2.90752 1.91722
H -1.48046 2.26319 3.54032
H -1.30898 3.96786 3.09260
H -0.25547 2.74183 2.36301
H -0.88859 4.06318 0.46666
H -2.44564 4.80840 0.81300
H -2.31378 3.61631 -0.48111
Br 3.04247 2.43916 0.77149
C 1.71009 3.17182 -0.36299
C 1.80801 4.51364 -0.68716
C 0.87081 5.03739 -1.56425
C -0.10504 4.20280 -2.07862
C -0.12891 2.88066 -1.67386
N 0.76380 2.36285 -0.82188
C -1.21107 1.92784 -2.16637
O -2.29400 2.40195 -2.47600
O -0.84704 0.70496 -2.20912
H 2.59732 5.12023 -0.26935
H 0.90010 6.08555 -1.83052
H -0.86615 4.55583 -2.75964
S 4.53117 -1.65635 -0.19332
C 2.80877 -1.70595 -0.10353
N 2.17718 -0.85389 -0.84256
C 3.05574 -0.09692 -1.60224
C 2.69695 0.84141 -2.56984
C 3.69984 1.50682 -3.24080
C 5.04753 1.24776 -2.96652
C 5.42037 0.30155 -2.03272
C 4.40859 -0.37711 -1.36331
H 2.31225 -2.46109 0.49728
H 1.64624 1.01575 -2.76577
H 3.44321 2.23616 -3.99778
H 5.81100 1.78794 -3.51017
H 6.46290 0.09091 -1.83750
O 0.71549 0.61135 2.10924
C 1.53755 0.56025 3.03276
C 1.56100 1.57085 4.15222
C 1.03231 0.98783 5.47927
C 1.36775 -0.48734 5.70197
C 2.85146 -0.83598 5.57550
C 3.45211 -0.52767 4.18344
N 2.44834 -0.41585 3.13507
H 0.96889 2.43462 3.86547
H 2.59414 1.90351 4.27318
H -0.05511 1.08386 5.49841
H 1.43009 1.58799 6.29930
H 0.79343 -1.09149 4.99669
H 1.03744 -0.77159 6.70231
H 2.96560 -1.90075 5.78733
H 3.41993 -0.29535 6.33482
H 4.13386 -1.32305 3.88745
H 4.03763 0.39277 4.21698
H 2.43608 -1.10269 2.40561
```

Here are the Löwdin charges for atoms 1 to 99, given in e: 1.05, -0.09, -0.50, -0.09, 1.13, -0.50, -0.08, -0.09, -0.33, -0.09, -0.08, -0.07, -0.05, -0.34, -0.07, -0.31, -0.03, -0.07, -0.09, -0.11, -0.33, 1.14, -0.48, -0.10, -0.09, -0.49, -0.11, -0.10, 0.09, 0.04, 0.08, 0.10, 0.07, 0.07, 0.09, 0.04, 0.07, 0.09, 0.08, 0.07, 0.05, 0.08, 0.10, 0.11, 0.11, 0.10, 0.10, 0.11, 0.10, 0.11, 0.07, 0.08, 0.06, 0.09, 0.08, 0.09, 0.06, 0.09, 0.07, 0.10, 0.04, 0.06, 0.10, 0.05, 0.89, -0.69, -0.09, -0.02, 0.00, -0.23, 0.03, -0.65, 0.06, -0.19, 0.11, 0.12, 0.13, 1.11, -0.45, -0.02, -0.35, -0.05, -0.05, -0.06, -0.07, -0.47, 0.05, 0.09, 0.11, 0.11, 0.12, -0.10, -0.52, -0.10, -0.15, -0.20, -0.16, -0.15, 0.10